Entry 1:
Formula: C12H26IrN4O2Sb
Source: the Open Molecules 2025 dataset
Level of theory: ωB97M-V/def2-TZVPD

Atoms and positions in Å:
1 Ir 0.470 -0.230 -0.049
2 C 1.505 -3.179 2.131
3 Sb 1.884 -1.130 1.853
4 C 1.621 -0.259 3.754
5 C 3.914 -0.831 1.365
6 H 2.107 -3.525 2.969
7 H 1.758 -3.730 1.229
8 H 0.447 -3.304 2.351
9 H 2.380 -0.696 4.403
10 H 0.631 -0.499 4.136
11 H 1.760 0.818 3.715
12 H 4.530 -1.233 2.168
13 H 4.101 0.236 1.261
14 H 4.154 -1.345 0.437
15 N -2.288 -1.898 -0.130
16 C -2.286 -1.020 0.885
17 C -3.452 -0.856 1.670
18 C -3.480 0.038 2.695
19 C -2.336 0.812 2.963
20 C -1.245 0.634 2.176
21 N -1.185 -0.269 1.148
22 H -3.111 -2.462 -0.260
23 H -1.423 -2.208 -0.564
24 H -4.312 -1.467 1.431
25 H -4.374 0.153 3.292
26 H -2.315 1.540 3.759
27 H -0.357 1.232 2.309
28 C 1.392 -3.113 -2.631
29 C 1.548 -2.191 -1.449
30 C 1.898 -0.738 -1.810
31 O 0.362 -2.096 -0.685
32 H 2.335 -3.214 -3.169
33 H 0.634 -2.738 -3.321
34 H 1.087 -4.098 -2.282
35 H 2.362 -2.559 -0.803
36 H 1.153 -0.286 -2.471
37 H 2.882 -0.629 -2.266
38 H 2.088 -0.040 -0.890
39 N 0.654 3.535 -1.338
40 C 0.949 2.978 -0.160
41 N 1.812 3.607 0.651
42 O 0.420 1.887 0.184
43 H 0.992 4.444 -1.608
44 H -0.035 3.096 -1.923
45 H 2.152 4.533 0.451
46 H 1.929 3.264 1.587

Calculated values
Kohn-Sham gap	7.24	eV
LUMO	-7.22	eV
multiplicity	1
energy above the lowest of the compared OMol25 structures with the same formula, charge and spin	0.0	kJ/mol
charge	+2

Mulliken atomic charge list, values in e, 8 entries: 0.649 -1.113 0.640 -1.242 -1.200 0.491 0.330 0.396

Entry 2:
Formula: C50H72F24O28
Source: the Open Molecules 2025 dataset
Level of theory: ωB97M-V/def2-TZVPD

Atoms and positions in Å:
1 C 19.707 20.504 -2.715
2 C 20.761 21.494 -2.272
3 O 20.266 22.117 -1.075
4 C 20.854 23.243 -0.693
5 O 21.839 23.680 -1.210
6 C 20.275 23.826 0.583
7 F 19.240 23.126 1.022
8 F 21.235 23.861 1.496
9 F 19.851 25.061 0.372
10 H 19.517 19.848 -1.860
11 H 20.021 19.838 -3.518
12 H 18.756 20.963 -2.976
13 H 21.013 22.152 -3.099
14 H 21.659 21.002 -1.887
15 C 13.284 25.961 -0.833
16 C 14.502 26.810 -1.091
17 O 15.274 26.889 0.115
18 C 16.417 27.569 0.053
19 O 16.940 27.887 -0.965
20 C 17.038 27.803 1.440
21 F 17.281 29.124 1.535
22 F 16.330 27.410 2.479
23 F 18.239 27.212 1.476
24 H 12.681 25.827 -1.729
25 H 12.706 26.372 -0.005
26 H 13.576 24.957 -0.516
27 H 14.287 27.830 -1.420
28 H 15.102 26.450 -1.929
29 C 23.191 26.887 4.221
30 C 23.815 25.790 5.052
31 O 22.852 25.389 6.074
32 C 22.103 24.337 5.885
33 O 22.101 23.621 4.927
34 C 21.256 24.027 7.146
35 F 22.031 23.539 8.113
36 F 20.741 25.188 7.611
37 F 20.254 23.219 6.850
38 H 22.179 26.659 3.892
39 H 23.774 27.101 3.324
40 H 23.163 27.794 4.825
41 H 24.668 26.201 5.585
42 H 24.093 24.883 4.520
43 C 15.225 26.693 5.562
44 C 13.788 26.606 5.072
45 O 12.880 26.562 6.167
46 C 12.387 27.696 6.635
47 O 12.606 28.773 6.172
48 C 11.452 27.494 7.847
49 F 10.227 27.701 7.372
50 F 11.571 26.281 8.356
51 F 11.686 28.410 8.783
52 H 15.961 26.410 4.809
53 H 15.375 26.002 6.386
54 H 15.405 27.733 5.841
55 H 13.645 25.700 4.486
56 H 13.610 27.446 4.400
57 C 14.816 28.633 9.928
58 C 15.754 27.594 9.372
59 O 16.945 28.243 8.915
60 C 17.698 27.574 8.061
61 O 17.492 26.497 7.598
62 C 18.861 28.408 7.518
63 F 19.187 29.407 8.352
64 F 19.921 27.629 7.335
65 F 18.492 28.945 6.347
66 H 14.275 29.197 9.160
67 H 15.332 29.405 10.496
68 H 14.010 28.143 10.473
69 H 15.323 26.941 8.614
70 H 16.025 26.964 10.225
71 C 17.605 21.543 -6.138
72 C 17.600 23.057 -6.060
73 O 17.021 23.537 -4.839
74 C 17.770 23.606 -3.761
75 O 18.968 23.509 -3.738
76 C 16.996 24.012 -2.511
77 F 17.165 23.125 -1.511
78 F 17.460 25.184 -2.057
79 F 15.680 24.099 -2.726
80 H 16.590 21.162 -6.220
81 H 18.089 21.124 -5.253
82 H 18.215 21.159 -6.956
83 H 16.887 23.444 -6.787
84 H 18.587 23.484 -6.227
85 C 19.196 26.057 4.342
86 C 18.492 24.708 4.407
87 O 17.611 24.615 3.289
88 C 16.788 23.602 3.126
89 O 16.341 22.861 3.948
90 C 16.243 23.593 1.668
91 F 16.182 22.297 1.240
92 F 14.918 23.958 1.634
93 F 16.905 24.346 0.802
94 H 18.474 26.871 4.285
95 H 19.922 26.134 3.539
96 H 19.726 26.190 5.287
97 H 17.902 24.598 5.320
98 H 19.287 23.957 4.410
99 C 15.063 20.018 4.161
100 C 15.188 19.773 5.661
101 O 15.446 20.981 6.377
102 C 14.446 21.807 6.610
103 O 13.310 21.579 6.326
104 C 14.879 23.040 7.411
105 F 14.966 22.702 8.701
106 F 16.087 23.473 7.043
107 F 14.012 24.024 7.261
108 H 16.025 20.344 3.766
109 H 14.343 20.787 3.880
110 H 14.763 19.110 3.635
111 H 16.124 19.236 5.804
112 H 14.336 19.245 6.086
113 C 11.976 23.967 2.423
114 C 10.934 23.659 3.492
115 C 11.554 23.475 4.885
116 O 10.769 24.323 5.697
117 C 9.964 25.130 4.948
118 O 9.255 25.965 5.379
119 O 10.116 24.826 3.639
120 H 12.479 23.039 2.134
121 H 12.698 24.721 2.730
122 H 11.563 24.300 1.468
123 H 10.319 22.829 3.148
124 H 12.600 23.762 4.966
125 H 11.475 22.413 5.105
126 C 17.188 19.206 0.964
127 C 17.074 18.937 -0.520
128 C 16.044 17.954 -1.032
129 O 15.362 18.642 -2.098
130 C 15.761 19.922 -2.120
131 O 15.499 20.717 -2.966
132 O 16.605 20.185 -1.101
133 H 16.267 19.400 1.513
134 H 17.768 20.133 1.008
135 H 17.785 18.481 1.519
136 H 18.075 18.799 -0.929
137 H 15.280 17.733 -0.286
138 H 16.478 17.033 -1.414
139 C 19.948 20.856 2.842
140 C 19.982 19.997 4.075
141 C 19.251 20.652 5.277
142 O 18.492 19.541 5.789
143 C 18.498 18.513 4.930
144 O 17.910 17.497 5.103
145 O 19.266 18.793 3.858
146 H 20.839 21.485 2.773
147 H 19.071 21.493 2.731
148 H 19.982 20.301 1.900
149 H 21.014 19.776 4.357
150 H 18.566 21.414 4.906
151 H 19.935 20.984 6.048
152 C 21.366 28.507 1.714
153 O 20.440 28.452 2.773
154 C 19.954 29.724 3.174
155 C 20.973 30.601 3.869
156 O 21.399 29.951 5.067
157 C 22.275 30.776 5.784
158 C 22.651 30.225 7.146
159 O 23.137 31.329 7.875
160 C 23.401 31.013 9.224
161 H 22.367 28.867 1.969
162 H 21.023 28.922 0.761
163 H 21.465 27.432 1.518
164 H 19.111 29.513 3.829
165 H 19.589 30.289 2.310
166 H 20.552 31.594 4.049
167 H 21.873 30.724 3.256
168 H 21.799 31.749 5.971
169 H 23.203 31.044 5.258
170 H 23.429 29.455 7.052
171 H 21.810 29.748 7.660
172 H 23.838 31.873 9.729
173 H 24.166 30.229 9.271
174 H 22.482 30.712 9.734

Calculated values
Kohn-Sham gap	10.29	eV
LUMO	0.37	eV
multiplicity	1

Mulliken atomic charge list, values in e, 8 entries: -0.231 -0.755 0.015 -0.254 -0.584 1.016 0.018 -0.250

Entry 3:
Formula: C7H10ClN3O2
Source: the Open Molecules 2025 dataset
Level of theory: ωB97M-V/def2-TZVPD

Atoms and positions in Å:
1 C 2.348 0.031 1.730
2 O 1.162 0.670 1.485
3 C 0.367 0.160 0.463
4 N -0.932 0.807 0.850
5 C -2.069 0.952 0.085
6 N -3.097 1.623 0.743
7 O -2.074 0.651 -1.120
8 N 0.124 -1.289 0.554
9 C -0.005 -1.973 -0.456
10 C -0.099 -1.426 -1.869
11 C 0.843 -0.237 -1.977
12 C 0.975 0.550 -0.912
13 Cl 2.178 1.881 -0.843
14 H 2.608 0.383 2.744
15 H 3.109 0.193 0.864
16 H 2.102 -1.096 1.646
17 H -0.719 1.327 1.656
18 H -3.025 1.598 1.668
19 H -3.965 1.543 0.329
20 H -0.114 -3.073 -0.409
21 H -1.187 -1.053 -1.796
22 H 0.142 -2.179 -2.615
23 H 1.329 -0.045 -2.822

Calculated values
Kohn-Sham gap	10.13	eV
LUMO	0.77	eV
multiplicity	1
energy above the lowest of the compared OMol25 structures with the same formula, charge and spin	56.9	kJ/mol

Mulliken atomic charge list, values in e, 8 entries: -0.692 -0.550 1.037 -0.233 0.516 -0.436 -0.642 -0.657

Entry 4:
Formula: C30H30CaN8O6STe
Source: the Open Molecules 2025 dataset
Level of theory: ωB97M-V/def2-TZVPD

Atoms and positions in Å:
1 Ca -0.430 0.647 0.050
2 O 1.414 -3.490 -1.585
3 C 2.267 -3.651 -0.560
4 C 2.967 -4.864 -0.543
5 C 3.872 -5.152 0.457
6 C 4.112 -4.224 1.467
7 C 3.428 -3.023 1.452
8 C 2.490 -2.710 0.464
9 C 1.735 -1.416 0.519
10 O 0.813 -1.252 -0.366
11 N 2.080 -0.610 1.497
12 N 1.387 0.608 1.597
13 C 1.853 1.316 2.567
14 C 1.475 2.603 3.138
15 C 2.450 3.156 3.984
16 C 2.432 4.472 4.406
17 C 1.394 5.311 3.995
18 C 0.338 4.776 3.287
19 C 0.320 3.422 2.920
20 O -0.783 2.865 2.470
21 H 1.139 -2.547 -1.657
22 H 2.782 -5.553 -1.356
23 H 4.409 -6.094 0.437
24 H 4.824 -4.437 2.255
25 H 3.594 -2.280 2.219
26 H 2.745 0.894 3.041
27 H 3.275 2.518 4.284
28 H 3.226 4.843 5.043
29 H 1.397 6.363 4.252
30 H -0.524 5.375 3.025
31 O -1.233 1.416 -1.982
32 C -1.661 2.531 -2.462
33 C -1.921 2.667 -3.853
34 C -2.405 3.835 -4.408
35 C -2.682 4.954 -3.620
36 C -2.469 4.852 -2.251
37 C -1.976 3.691 -1.666
38 C -1.804 3.536 -0.204
39 N -0.898 2.870 0.293
40 C -2.061 3.113 2.911
41 C -2.921 3.715 2.060
42 N -2.806 4.105 0.723
43 H -1.695 1.805 -4.470
44 H -2.577 3.876 -5.480
45 H -3.036 5.879 -4.063
46 H -2.654 5.713 -1.612
47 H -2.341 2.768 3.895
48 H -3.917 3.909 2.447
49 H -3.672 4.397 0.292
50 N -1.643 -2.669 -0.602
51 C -2.649 -1.755 -0.571
52 N -3.855 -2.168 -1.118
53 O -2.567 -0.647 -0.051
54 H -1.679 -3.379 -1.316
55 H -0.707 -2.287 -0.467
56 H -3.788 -2.825 -1.879
57 H -4.447 -1.377 -1.321
58 C -0.339 -3.191 2.829
59 N -0.421 -1.745 2.875
60 C -1.587 -1.046 2.833
61 N -2.722 -1.784 3.128
62 O -1.667 0.140 2.547
63 H 0.655 -3.466 2.479
64 H -1.070 -3.605 2.132
65 H -0.485 -3.644 3.816
66 H 0.405 -1.228 2.603
67 H -2.643 -2.569 3.750
68 H -3.543 -1.212 3.227
69 Te 0.279 -0.789 -4.040
70 C 1.385 -2.106 -5.267
71 C 1.034 -3.316 -5.816
72 C 2.043 -3.917 -6.624
73 C 3.177 -3.167 -6.699
74 S 2.997 -1.726 -5.772
75 H 0.066 -3.761 -5.631
76 H 1.927 -4.872 -7.124
77 H 4.089 -3.390 -7.232

Calculated values
Kohn-Sham gap	4.62	eV
LUMO	4.19	eV
multiplicity	1
energy above the lowest of the compared OMol25 structures with the same formula, charge and spin	592.8	kJ/mol
charge	-2

Mulliken atomic charge list, values in e, 8 entries: 2.170 -0.635 0.613 -0.692 -0.283 -0.838 -0.603 0.333

Copy entry 1 word for word.
Formula: C12H26IrN4O2Sb
Source: the Open Molecules 2025 dataset
Level of theory: ωB97M-V/def2-TZVPD

Atoms and positions in Å:
1 Ir 0.470 -0.230 -0.049
2 C 1.505 -3.179 2.131
3 Sb 1.884 -1.130 1.853
4 C 1.621 -0.259 3.754
5 C 3.914 -0.831 1.365
6 H 2.107 -3.525 2.969
7 H 1.758 -3.730 1.229
8 H 0.447 -3.304 2.351
9 H 2.380 -0.696 4.403
10 H 0.631 -0.499 4.136
11 H 1.760 0.818 3.715
12 H 4.530 -1.233 2.168
13 H 4.101 0.236 1.261
14 H 4.154 -1.345 0.437
15 N -2.288 -1.898 -0.130
16 C -2.286 -1.020 0.885
17 C -3.452 -0.856 1.670
18 C -3.480 0.038 2.695
19 C -2.336 0.812 2.963
20 C -1.245 0.634 2.176
21 N -1.185 -0.269 1.148
22 H -3.111 -2.462 -0.260
23 H -1.423 -2.208 -0.564
24 H -4.312 -1.467 1.431
25 H -4.374 0.153 3.292
26 H -2.315 1.540 3.759
27 H -0.357 1.232 2.309
28 C 1.392 -3.113 -2.631
29 C 1.548 -2.191 -1.449
30 C 1.898 -0.738 -1.810
31 O 0.362 -2.096 -0.685
32 H 2.335 -3.214 -3.169
33 H 0.634 -2.738 -3.321
34 H 1.087 -4.098 -2.282
35 H 2.362 -2.559 -0.803
36 H 1.153 -0.286 -2.471
37 H 2.882 -0.629 -2.266
38 H 2.088 -0.040 -0.890
39 N 0.654 3.535 -1.338
40 C 0.949 2.978 -0.160
41 N 1.812 3.607 0.651
42 O 0.420 1.887 0.184
43 H 0.992 4.444 -1.608
44 H -0.035 3.096 -1.923
45 H 2.152 4.533 0.451
46 H 1.929 3.264 1.587

Calculated values
Kohn-Sham gap	7.24	eV
LUMO	-7.22	eV
multiplicity	1
energy above the lowest of the compared OMol25 structures with the same formula, charge and spin	0.0	kJ/mol
charge	+2

Mulliken atomic charge list, values in e, 8 entries: 0.649 -1.113 0.640 -1.242 -1.200 0.491 0.330 0.396

Q: Number 1 is which compound?
A: C12H26IrN4O2Sb

Q: multiplicity of number 1 (C12H26IrN4O2Sb)?
A: 1

Q: Among the records above, which one has the highest Kohn-Sham gap?
A: C50H72F24O28